C27H64F6N7O9P | wB97M-V/def2-TZVPD

## Properties
HOMO energy in eV: -8.63

Each atom is followed by the atoms it is bonded to, with distances in Å.
Cartesian coordinates (Å):
1 P 0.850 -4.208 4.513  F2 1.593, F3 1.604, F4 1.614, F5 1.653, F6 1.636, F7 1.624
2 F 0.403 -5.687 4.126  P1 1.593
3 F 1.947 -4.739 5.556  P1 1.604
4 F 2.010 -4.166 3.392  P1 1.614
5 F 1.257 -2.639 4.833  P1 1.653
6 F -0.277 -3.641 3.472  P1 1.636
7 F -0.248 -4.127 5.707  P1 1.624
8 O 2.682 -3.270 0.366  N23 1.268
9 O 3.862 -2.025 -0.942  N23 1.273
10 O 2.691 0.278 3.667  N19 1.290
11 O -2.767 -0.401 -0.031  N17 1.252
12 O -1.910 -2.162 0.942  N17 1.245
13 O -0.628 -0.496 0.397  N17 1.280
14 O 4.023 -4.211 -1.106  N23 1.246
15 O 2.818 2.475 3.583  N19 1.276
16 O 2.050 1.489 5.388  N19 1.246
17 N -1.790 -1.033 0.431  O11 1.252, O12 1.245, O13 1.280
18 N 2.201 2.481 -0.777  C28 1.490, C30 1.560, C34 1.490, C49 1.535
19 N 2.559 1.420 4.252  O10 1.290, O15 1.276, O16 1.246
20 N -1.510 2.152 3.564  C25 1.505, C36 1.517, C40 1.520, C46 1.494
21 N 1.394 -1.575 2.144  H59 1.036, H60 1.037, H69 1.025, H101 1.045
22 N 0.325 -3.143 -3.005  C24 1.518, C32 1.516, C42 1.504, C50 1.487
23 N 3.554 -3.198 -0.552  O8 1.268, O9 1.273, O14 1.246
24 C 0.771 -1.811 -2.431  N22 1.518, C26 1.516, H95 1.094, H98 1.084
25 C -2.460 1.100 3.056  N20 1.505, C27 1.550, H73 1.093, H91 1.091
26 C 1.772 -1.224 -3.407  C24 1.516, C41 1.539, H66 1.083, H76 1.092
27 C -2.140 -0.183 3.865  C25 1.550, C43 1.551, H79 1.086, H96 1.084
28 C 0.746 2.604 -1.078  N18 1.490, C45 1.535, H57 1.086, H100 1.094
29 C -2.614 -3.559 -5.466  C35 1.498, C38 1.558, H80 1.090, H90 1.095
30 C 2.671 1.011 -0.546  N18 1.560, C47 1.531, H87 1.091, H107 1.083
31 C -3.402 5.261 2.121  C33 1.517, C48 1.529, H67 1.087, H77 1.096
32 C -0.916 -2.802 -3.805  N22 1.516, C35 1.524, H56 1.083, H114 1.089
33 C -4.858 5.002 2.459  C31 1.517, H72 1.093, H81 1.085, H104 1.094
34 C 3.106 3.173 -1.735  N18 1.490, H70 1.089, H85 1.081, H106 1.085
35 C -1.237 -3.787 -4.923  C29 1.498, C32 1.524, H55 1.097, H68 1.098
36 C -0.309 2.258 2.643  N20 1.517, H88 1.087, H89 1.088, H113 1.079
37 C -1.743 1.888 -3.929  C39 1.505, H63 1.097, H74 1.091, H78 1.088
38 C -2.998 -4.723 -6.428  C29 1.558, H75 1.093, H83 1.094, H97 1.090
39 C -1.232 2.412 -2.614  C37 1.505, C45 1.546, H61 1.095, H94 1.092
40 C -2.202 3.506 3.558  N20 1.520, C48 1.501, H110 1.089, H112 1.093
41 C 2.233 -2.418 -4.261  C26 1.539, C50 1.556, H82 1.090, H105 1.090
42 C -0.086 -4.014 -1.849  N22 1.504, H51 1.094, H102 1.088, H109 1.085
43 C -1.019 0.239 4.851  C27 1.551, C46 1.525, H54 1.086, H58 1.080
44 C 3.767 2.458 1.061  C47 1.510, C49 1.502, H103 1.099, H108 1.090
45 C 0.223 1.953 -2.366  C28 1.535, C39 1.546, H93 1.101, H99 1.094
46 C -1.228 1.745 4.973  N20 1.494, C43 1.525, H62 1.093, H65 1.088
47 C 3.623 1.011 0.654  C30 1.531, C44 1.510, H52 1.091, H86 1.092
48 C -2.528 4.008 2.181  C31 1.529, C40 1.501, H53 1.092, H92 1.096
49 C 2.487 3.096 0.601  N18 1.535, C44 1.502, H71 1.087, H84 1.094
50 C 1.492 -3.686 -3.750  N22 1.487, C41 1.556, H64 1.081, H111 1.084
51 H -0.297 -4.977 -2.325  C42 1.094
52 H 4.503 0.426 0.381  C47 1.091
53 H -1.595 4.205 1.648  C48 1.092
54 H -1.199 -0.169 5.842  C43 1.086
55 H -1.016 -4.813 -4.604  C35 1.097
56 H -1.717 -2.726 -3.080  C32 1.083
57 H 0.237 2.187 -0.214  C28 1.086
58 H -0.023 -0.021 4.524  C43 1.080
59 H 2.167 -0.962 2.458  N21 1.036
60 H 1.695 -2.192 1.366  N21 1.037
61 H -1.696 1.969 -1.728  C39 1.095
62 H -0.347 2.274 5.346  C46 1.093
63 H -0.967 2.009 -4.695  C37 1.097
64 H 1.077 -4.151 -4.633  C50 1.081
65 H -2.060 2.047 5.605  C46 1.088
66 H 2.620 -0.795 -2.887  C26 1.083
67 H -3.263 5.703 1.137  C31 1.087
68 H -0.485 -3.692 -5.718  C35 1.098
69 H 0.634 -0.936 1.891  N21 1.025
70 H 2.901 2.766 -2.725  C34 1.089
71 H 2.491 4.183 0.577  C49 1.087
72 H -5.274 4.181 1.867  C33 1.093
73 H -2.271 0.887 2.001  C25 1.093
74 H -1.968 0.820 -3.932  C37 1.091
75 H -4.004 -4.624 -6.842  C38 1.093
76 H 1.279 -0.473 -4.027  C26 1.092
77 H -3.011 5.976 2.854  C31 1.096
78 H -2.616 2.422 -4.298  C37 1.088
79 H -3.007 -0.524 4.423  C27 1.086
80 H -2.762 -2.632 -6.020  C29 1.090
81 H -5.026 4.873 3.522  C33 1.085
82 H 2.105 -2.253 -5.331  C41 1.090
83 H -2.359 -4.748 -7.316  C38 1.094
84 H 1.651 2.772 1.227  C49 1.094
85 H 4.139 2.939 -1.516  C34 1.081
86 H 3.248 0.440 1.505  C47 1.092
87 H 1.723 0.501 -0.374  C30 1.091
88 H 0.118 3.171 3.050  C36 1.087
89 H 0.296 1.377 2.844  C36 1.088
90 H -3.430 -3.673 -4.744  C29 1.095
91 H -3.504 1.413 3.009  C25 1.091
92 H -3.036 3.286 1.531  C48 1.096
93 H 0.187 0.891 -2.077  C45 1.101
94 H -1.238 3.501 -2.540  C39 1.092
95 H 1.297 -2.176 -1.544  C24 1.094
96 H -1.802 -0.933 3.160  C27 1.084
97 H -2.994 -5.656 -5.865  C38 1.090
98 H -0.072 -1.199 -2.131  C24 1.084
99 H 0.899 1.920 -3.225  C45 1.094
100 H 0.571 3.677 -1.200  C28 1.094
101 H 1.150 -2.120 3.001  N21 1.045
102 H 0.736 -4.134 -1.146  C42 1.088
103 H 4.623 2.972 0.601  C44 1.099
104 H -5.439 5.853 2.090  C33 1.094
105 H 3.299 -2.606 -4.135  C41 1.090
106 H 2.869 4.231 -1.677  C34 1.085
107 H 3.162 0.666 -1.447  C30 1.083
108 H 4.016 2.555 2.117  C44 1.090
109 H -1.004 -3.679 -1.377  C42 1.085
110 H -3.068 3.412 4.210  C40 1.089
111 H 2.197 -4.265 -3.166  C50 1.084
112 H -1.454 4.114 4.071  C40 1.093
113 H -0.597 2.264 1.603  C36 1.079
114 H -0.709 -1.845 -4.280  C32 1.089

C27H64O4S | wB97M-V/def2-TZVPD

## Properties
HOMO energy in eV: -10.39

Each atom is followed by the atoms it is bonded to, with distances in Å.
Cartesian coordinates (Å):
1 S -0.859 5.156 -1.180  O2 1.621, O4 1.455, O5 1.612
2 O -1.148 4.234 0.121  S1 1.621, H86 0.977
3 O 2.303 3.941 -2.175  C6 1.434, C27 1.373
4 O 0.065 6.179 -0.714  S1 1.455
5 O -0.034 4.106 -2.081  S1 1.612, C27 1.442
6 C 2.977 4.989 -1.465  O3 1.434, C30 1.534, H66 1.091, H74 1.087
7 C 6.576 -0.898 3.208  C28 1.525, H40 1.091, H47 1.091, H48 1.092
8 C -4.770 -6.047 -2.476  C11 1.528, C25 1.525, H72 1.093, H96 1.094
9 C -0.309 -3.626 -2.697  C24 1.524, H43 1.092, H45 1.091, H69 1.091
10 C 4.672 0.364 -0.969  C31 1.525, H55 1.093, H70 1.091, H79 1.091
11 C -4.381 -6.384 -3.915  C8 1.528, C18 1.530, H50 1.095, H56 1.093
12 C -1.000 2.707 6.431  C17 1.528, C19 1.525, H51 1.093, H81 1.094
13 C 0.637 -1.290 -2.283  C15 1.530, C24 1.528, H33 1.094, H76 1.095
14 C -2.148 3.823 4.412  C17 1.530, C26 1.527, H35 1.093, H65 1.095
15 C 0.355 -1.272 -0.779  C13 1.530, C21 1.528, H46 1.093, H63 1.095
16 C 0.078 4.472 3.337  C26 1.526, H68 1.093, H73 1.091, H88 1.095
17 C -1.683 3.952 5.864  C12 1.528, C14 1.530, H59 1.094, H62 1.095
18 C -4.675 -5.280 -4.934  C11 1.530, C22 1.528, H37 1.094, H80 1.095
19 C -1.892 1.471 6.434  C12 1.525, H58 1.091, H82 1.092, H95 1.091
20 C -7.108 -5.934 -5.347  C22 1.525, H41 1.091, H53 1.091, H84 1.092
21 C -1.050 -0.813 -0.390  C15 1.528, C29 1.524, H42 1.094, H44 1.093
22 C -6.132 -4.822 -4.980  C18 1.528, C20 1.525, H57 1.093, H90 1.094
23 C 4.459 0.677 1.556  C31 1.528, C32 1.530, H77 1.096, H78 1.093
24 C -0.321 -2.156 -3.100  C9 1.524, C13 1.528, H38 1.094, H94 1.093
25 C -4.050 -4.820 -1.928  C8 1.525, H54 1.092, H91 1.091, H93 1.092
26 C -1.050 3.448 3.420  C14 1.527, C16 1.526, H49 1.092, H67 1.094
27 C 1.158 3.461 -1.590  O3 1.373, O5 1.442, H60 1.088, H61 1.097
28 C 6.898 -0.018 2.005  C7 1.525, C32 1.528, H34 1.093, H52 1.094
29 C -1.341 0.621 -0.817  C21 1.524, H71 1.093, H75 1.090, H85 1.091
30 C 3.671 4.479 -0.196  C6 1.534, H39 1.091, H83 1.091, H87 1.090
31 C 4.269 -0.259 0.364  C10 1.525, C23 1.528, H36 1.094, H89 1.093
32 C 5.902 1.123 1.799  C23 1.530, C28 1.528, H64 1.095, H92 1.094
33 H 0.613 -0.269 -2.675  C13 1.094
34 H 7.896 0.411 2.129  C28 1.093
35 H -2.950 3.083 4.347  C14 1.093
36 H 4.831 -1.185 0.520  C31 1.094
37 H -4.037 -4.415 -4.730  C18 1.094
38 H -1.339 -1.764 -3.013  C24 1.094
39 H 3.446 3.422 -0.042  C30 1.091
40 H 5.611 -1.396 3.096  C7 1.091
41 H -7.099 -6.738 -4.609  C20 1.091
42 H -1.801 -1.489 -0.808  C21 1.094
43 H 0.691 -4.053 -2.799  C9 1.092
44 H -1.148 -0.887 0.696  C21 1.093
45 H -0.987 -4.208 -3.323  C9 1.091
46 H 0.542 -2.263 -0.358  C15 1.093
47 H 7.330 -1.674 3.342  C7 1.091
48 H 6.539 -0.306 4.125  C7 1.092
49 H -1.505 3.328 2.435  C26 1.092
50 H -3.310 -6.607 -3.948  C11 1.095
51 H -0.678 2.923 7.453  C12 1.093
52 H 6.947 -0.635 1.104  C28 1.094
53 H -8.130 -5.558 -5.408  C20 1.091
54 H -2.967 -4.955 -1.974  C25 1.092
55 H 4.106 1.279 -1.162  C10 1.093
56 H -4.889 -7.304 -4.215  C11 1.093
57 H -6.218 -4.011 -5.708  C22 1.093
58 H -2.188 1.183 5.424  C19 1.091
59 H -1.003 4.804 5.958  C17 1.094
60 H 1.046 2.411 -1.851  C27 1.088
61 H 1.196 3.560 -0.498  C27 1.097
62 H -2.551 4.192 6.485  C17 1.095
63 H 1.080 -0.602 -0.305  C15 1.095
64 H 5.921 1.773 2.680  C32 1.095
65 H -2.593 4.775 4.104  C14 1.095
66 H 2.264 5.782 -1.238  C6 1.091
67 H -0.632 2.469 3.676  C26 1.094
68 H -0.304 5.457 3.054  C16 1.093
69 H -0.625 -3.760 -1.661  C9 1.091
70 H 5.732 0.622 -0.991  C10 1.091
71 H -0.595 1.294 -0.387  C29 1.093
72 H -4.545 -6.910 -1.845  C8 1.093
73 H 0.600 4.582 4.289  C16 1.091
74 H 3.696 5.384 -2.178  C6 1.087
75 H -2.321 0.952 -0.473  C29 1.090
76 H 1.661 -1.646 -2.439  C13 1.095
77 H 3.845 1.571 1.403  C23 1.096
78 H 4.066 0.197 2.457  C23 1.093
79 H 4.484 -0.320 -1.797  C10 1.091
80 H -4.384 -5.639 -5.927  C18 1.095
81 H -0.086 2.495 5.868  C12 1.094
82 H -2.804 1.652 7.007  C19 1.092
83 H 3.344 5.019 0.694  C30 1.091
84 H -6.855 -6.370 -6.316  C20 1.092
85 H -1.315 0.742 -1.902  C29 1.091
86 H -0.421 4.368 0.761  O2 0.977
87 H 4.754 4.580 -0.266  C30 1.090
88 H 0.835 4.178 2.602  C16 1.095
89 H 3.218 -0.554 0.317  C31 1.093
90 H -6.416 -4.390 -4.016  C22 1.094
91 H -4.319 -4.633 -0.887  C25 1.091
92 H 6.239 1.742 0.963  C32 1.094
93 H -4.296 -3.921 -2.496  C25 1.092
94 H -0.056 -2.068 -4.157  C24 1.093
95 H -1.382 0.617 6.881  C19 1.091
96 H -5.851 -5.898 -2.406  C8 1.094

C27H65NO7S | wB97M-V/def2-TZVPD

## Properties
HOMO energy in eV: -9.53

Each atom is followed by the atoms it is bonded to, with distances in Å.
Cartesian coordinates (Å):
1 S 0.719 2.905 -0.352  O3 1.629, O4 1.448, O7 1.607
2 O -5.991 -4.229 -3.086  C30 1.430, H75 0.964
3 O 1.923 1.993 0.257  S1 1.629, C21 1.451
4 O -0.200 2.000 -1.011  S1 1.448
5 O 3.284 -1.395 -5.827  C16 1.428, H77 0.963
6 O -2.911 2.657 -3.445  C28 1.424, H72 0.966
7 O 0.023 3.208 1.065  S1 1.607, C25 1.450
8 O -4.222 -5.594 -4.795  C36 1.421, H48 0.968
9 N 4.746 6.060 2.149  C29 1.463, H81 1.012, H82 1.014
10 C 1.968 -0.395 6.691  C15 1.539, C17 1.535, H43 1.094, H67 1.098
11 C 5.572 4.283 0.532  C29 1.530, C34 1.526, H37 1.097, H45 1.097
12 C 2.930 -0.522 9.069  C17 1.529, C35 1.535, H42 1.095, H51 1.094
13 C 1.298 2.029 3.667  C18 1.530, C20 1.527, H58 1.088, H68 1.095
14 C 0.041 4.283 3.253  C20 1.541, C25 1.521, H40 1.095, H41 1.093
15 C 1.198 0.583 5.787  C10 1.539, C18 1.528, H39 1.095, H44 1.096
16 C 1.893 -1.420 -5.506  O5 1.428, C23 1.520, C32 1.519, H93 1.092
17 C 1.708 -0.235 8.195  C10 1.535, C12 1.529, H38 1.096, H92 1.095
18 C 2.073 1.219 4.708  C13 1.530, C15 1.528, H49 1.097, H100 1.098
19 C -4.193 -3.219 -1.816  C30 1.520, H47 1.094, H63 1.091, H94 1.090
20 C 0.726 3.322 4.243  C13 1.527, C14 1.541, H56 1.094, H73 1.097
21 C 2.933 1.666 -0.733  O3 1.451, C26 1.541, H71 1.090, H99 1.094
22 C -4.428 0.792 -3.104  C28 1.520, H69 1.092, H79 1.094, H80 1.090
23 C 1.043 -1.377 -6.765  C16 1.520, H53 1.094, H87 1.091, H91 1.090
24 C -4.788 -7.773 -5.699  C36 1.521, H52 1.091, H61 1.090, H95 1.094
25 C 0.553 4.325 1.821  O7 1.450, C14 1.521, H90 1.094, H96 1.093
26 C 4.118 2.649 -0.784  C21 1.541, C34 1.528, H55 1.094, H85 1.094
27 C -6.577 -2.435 -1.563  C30 1.519, H62 1.094, H70 1.090, H86 1.091
28 C -3.467 1.494 -4.050  O6 1.424, C22 1.520, C31 1.521, H101 1.092
29 C 5.740 5.026 1.859  N9 1.463, C11 1.530, H76 1.094, H84 1.094
30 C -5.660 -3.615 -1.838  O2 1.430, C19 1.520, C27 1.519, H54 1.092
31 C -2.354 0.564 -4.505  C28 1.521, H50 1.094, H59 1.092, H83 1.090
32 C 1.536 -0.300 -4.544  C16 1.519, H65 1.094, H66 1.090, H89 1.090
33 C -3.106 -7.521 -3.840  C36 1.521, H64 1.091, H78 1.094, H98 1.090
34 C 4.204 3.623 0.390  C11 1.526, C26 1.528, H46 1.094, H88 1.096
35 C 2.721 -0.103 10.531  C12 1.535, H57 1.092, H60 1.092, H97 1.094
36 C -3.713 -6.890 -5.084  O8 1.421, C24 1.521, C33 1.521, H74 1.093
37 H 5.743 4.979 -0.299  C11 1.097
38 H 1.361 0.784 8.400  C17 1.096
39 H 0.751 1.363 6.411  C15 1.095
40 H 0.155 5.305 3.630  C14 1.095
41 H -1.036 4.097 3.214  C14 1.093
42 H 3.796 0.002 8.651  C12 1.095
43 H 1.735 -1.421 6.391  C10 1.094
44 H 0.366 0.071 5.290  C15 1.096
45 H 6.355 3.518 0.461  C11 1.097
46 H 3.448 4.403 0.257  C34 1.094
47 H -3.994 -2.470 -2.587  C19 1.094
48 H -4.928 -5.670 -4.137  O8 0.968
49 H 2.625 0.424 4.193  C18 1.097
50 H -1.777 0.233 -3.636  C31 1.094
51 H 3.167 -1.590 9.022  C12 1.094
52 H -4.391 -8.752 -5.969  C24 1.091
53 H 1.205 -0.435 -7.297  C23 1.094
54 H -5.838 -4.395 -1.095  C30 1.092
55 H 5.045 2.068 -0.820  C26 1.094
56 H -0.007 3.060 5.012  C20 1.094
57 H 3.145 0.884 10.727  C35 1.092
58 H 1.963 2.252 2.835  C13 1.088
59 H -2.743 -0.320 -5.015  C31 1.092
60 H 3.189 -0.801 11.228  C35 1.092
61 H -5.200 -7.305 -6.593  C24 1.090
62 H -6.435 -1.665 -2.327  C27 1.094
63 H -3.914 -2.793 -0.851  C19 1.091
64 H -2.667 -8.495 -4.063  C33 1.091
65 H 1.714 0.673 -5.012  C32 1.094
66 H 2.147 -0.360 -3.642  C32 1.090
67 H 3.043 -0.269 6.508  C10 1.098
68 H 0.487 1.413 3.265  C13 1.095
69 H -4.883 -0.077 -3.584  C22 1.092
70 H -7.621 -2.744 -1.582  C27 1.090
71 H 3.265 0.666 -0.456  C21 1.090
72 H -2.395 2.355 -2.686  O6 0.966
73 H 1.527 3.861 4.764  C20 1.097
74 H -2.924 -6.721 -5.821  C36 1.093
75 H -5.840 -3.584 -3.786  O2 0.964
76 H 6.731 5.488 1.890  C29 1.094
77 H 3.467 -0.564 -6.278  O5 0.963
78 H -3.877 -7.663 -3.078  C33 1.094
79 H -3.898 0.450 -2.210  C22 1.094
80 H -5.221 1.468 -2.786  C22 1.090
81 H 3.874 5.642 2.449  N9 1.012
82 H 4.541 6.609 1.322  N9 1.014
83 H -1.675 1.088 -5.179  C31 1.090
84 H 5.710 4.302 2.678  C29 1.094
85 H 4.078 3.218 -1.717  C26 1.094
86 H -6.362 -1.988 -0.591  C27 1.091
87 H -0.019 -1.451 -6.526  C23 1.091
88 H 3.958 3.109 1.326  C34 1.096
89 H 0.486 -0.348 -4.256  C32 1.090
90 H 0.199 5.243 1.341  C25 1.094
91 H 1.309 -2.195 -7.434  C23 1.090
92 H 0.911 -0.919 8.504  C17 1.095
93 H 1.749 -2.381 -5.008  C16 1.092
94 H -3.560 -4.082 -2.018  C19 1.090
95 H -5.604 -7.921 -4.987  C24 1.094
96 H 1.646 4.324 1.778  C25 1.093
97 H 1.657 -0.057 10.778  C35 1.094
98 H -2.332 -6.876 -3.425  C33 1.090
99 H 2.449 1.576 -1.711  C21 1.094
100 H 2.822 1.864 5.187  C18 1.098
101 H -4.018 1.865 -4.917  C28 1.092

- Which value of HOMO energy does entry 2 give?
  -10.39 eV

- Among the records above, which one has the highest HOMO energy?
  C27H64F6N7O9P